The following is a quantum chemistry calculation of a 2-piece molecular cluster, C5H13NO overall at a distorted geometry, from the OMol25 dataset.

Results
**Structure (SMILES)**: CC(N)=O.CCC
**Energy**: -328.26159 a.u.
**ΔE to the lowest compared entry with this formula, charge and spin**: 150.3 kJ/mol
**Kohn-Sham gap**: 10.9 eV

XYZ file:
```
20
Properties=species:S:1:pos:R:3:forces:R:3
C 0.606 1.041 1.572 -2.56 3.66 1.26
C 2.002 0.678 1.691 -1.88 -4.32 0.62
N 2.027 -0.642 2.193 1.32 -0.10 -0.05
O 2.934 1.250 1.248 1.91 1.24 -0.21
H -0.013 0.360 1.010 0.21 -0.02 -0.39
H 0.570 2.093 1.256 -0.10 -0.45 -0.99
H 0.014 1.245 2.494 0.85 -0.94 0.18
H 2.907 -1.128 2.045 -0.30 0.03 0.20
H 1.199 -1.243 2.278 0.66 0.91 -0.13
C -0.823 0.988 -1.312 -0.19 -0.87 -3.13
C -0.497 -0.484 -1.445 -1.28 -2.74 1.24
C -1.797 -1.427 -1.505 -0.19 1.03 -2.59
H -0.046 1.445 -0.729 -0.20 0.83 -0.09
H -1.861 1.070 -0.966 0.49 0.49 0.34
H -0.812 1.287 -2.433 -0.09 0.43 2.00
H 0.254 -0.753 -2.193 -0.47 0.34 -0.40
H -0.039 -0.925 -0.553 0.32 0.52 0.28
H -1.692 -2.268 -2.256 0.01 0.57 1.43
H -2.204 -1.668 -0.549 0.62 -0.99 1.01
H -2.730 -0.920 -1.846 0.85 0.37 -0.58
```
Forces are in eV/Å.


The following is a quantum chemistry calculation of a 2-piece molecular cluster, C5H13NO overall at a distorted geometry, from the OMol25 dataset.

Results
**Structure (SMILES)**: C=C(N)CCC.O
**Energy**: -328.26453 a.u.
**ΔE to the lowest compared entry with this formula, charge and spin**: 142.6 kJ/mol
**Kohn-Sham gap**: 9.9 eV

XYZ file:
```
20
Properties=species:S:1:pos:R:3:forces:R:3
C 1.054 1.546 -1.177 2.01 -0.61 -1.50
C 0.432 0.354 -1.125 -1.35 -0.52 1.36
N -0.816 0.126 -1.796 2.12 1.08 -0.57
C 0.973 -0.829 -0.347 -0.03 -0.38 -0.76
C 0.366 -1.228 1.000 0.03 -0.16 0.38
C -1.102 -1.668 0.892 0.62 0.42 1.20
H 2.158 1.569 -0.983 -1.17 0.02 0.37
H 0.799 2.246 -1.978 -0.47 0.19 0.61
H -1.635 -0.045 -1.236 0.06 0.18 -0.03
H -0.841 0.941 -2.410 -1.25 -0.41 0.12
H 2.052 -0.685 -0.243 -0.12 -0.11 0.05
H 0.786 -1.687 -1.021 0.39 0.22 0.17
H 0.489 -0.423 1.725 -0.11 0.12 0.01
H 0.966 -2.074 1.374 -0.15 0.28 -0.06
H -1.115 -2.640 0.415 -0.51 0.04 -0.51
H -1.631 -0.863 0.410 -0.51 -0.22 -0.48
H -1.608 -1.758 1.870 0.49 -0.11 -0.25
O -0.810 2.188 1.508 0.56 0.21 0.10
H -0.518 2.864 2.129 -0.35 0.02 0.19
H 0.002 2.066 0.993 -0.25 -0.26 -0.38
```
Forces are in eV/Å.


The following is a quantum chemistry calculation of a 2-piece molecular cluster, C5H13NO overall at a distorted geometry, from the OMol25 dataset.

Results
**Structure (SMILES)**: CC(N)=O.CCC
**Energy**: -328.29427 a.u.
**ΔE to the lowest compared entry with this formula, charge and spin**: 64.5 kJ/mol
**Kohn-Sham gap**: 10.9 eV

XYZ file:
```
20
Properties=species:S:1:pos:R:3:forces:R:3
C -0.851 -2.158 -0.539 -1.27 -0.53 0.28
C 0.529 -2.594 -0.152 0.42 0.42 -1.08
N 1.460 -2.406 -1.166 0.34 -0.46 -0.43
O 0.896 -2.954 0.935 -0.30 -0.35 0.47
H -1.447 -2.842 -1.150 0.83 -0.30 -0.59
H -0.805 -1.210 -1.048 -0.15 0.31 -0.09
H -1.537 -2.137 0.296 0.36 0.60 0.70
H 2.286 -2.968 -1.074 0.39 0.04 0.49
H 1.239 -2.331 -2.148 -0.72 0.17 0.25
C -0.400 2.647 1.656 0.02 1.68 -0.39
C -0.720 1.856 0.417 -0.56 -0.58 -1.11
C 0.466 1.352 -0.383 1.61 -0.47 -0.40
H 0.383 2.273 2.293 -0.15 -0.94 0.43
H -1.325 2.900 2.174 0.17 -0.27 0.42
H 0.039 3.629 1.414 -0.26 -0.11 -0.40
H -1.406 1.039 0.605 0.23 -0.65 0.74
H -1.393 2.392 -0.257 0.29 0.74 0.01
H 0.423 0.362 -0.826 -0.79 -0.32 0.16
H 0.784 1.922 -1.259 -0.28 0.66 0.28
H 1.379 1.229 0.213 -0.19 0.36 0.26
```
Forces are in eV/Å.


| no. | LUMO level (eV) |
| --- | --- |
| 1 | 0.766 |
| 2 | 0.977 |
| 3 | 0.842 |